96
Properties=species:S:1:pos:R:3 method="wB97M-V/def2-TZVPD" homo_lumo_gap_ev=9.442 total_energy_ev=-58830.3724 e_above_lowest_kcal_mol=0.0 smiles="O=C1CCCO1.O=C1CCCO1.O=C1CCCO1.CN(C)C=O.CN(C)C=O.CN(C)C=O.CN(C)C=O.CN(C)C=O" homo_ev=-8.8
O 13.7894 9.7500 13.1984
C 13.9466 8.7085 12.6326
C 13.9905 8.2822 11.2061
C 14.8317 6.9610 11.3076
C 14.2753 6.3818 12.5799
O 14.1548 7.6119 13.4075
H 12.9825 8.1112 10.9014
H 14.4800 9.1055 10.5963
H 14.6711 6.2966 10.4709
H 15.8889 7.2113 11.4638
H 13.2813 5.8737 12.4942
H 14.8658 5.6560 13.1009
O 13.7736 11.8400 7.2978
C 12.7718 12.2572 7.8273
C 11.4441 11.4207 7.7157
C 10.4265 12.5199 8.0685
C 11.2761 13.8726 8.2347
O 12.6481 13.4659 8.3887
H 11.2879 11.0643 6.7073
H 11.4872 10.5620 8.3903
H 9.5897 12.7242 7.3889
H 9.8967 12.3361 8.9804
H 11.1258 14.3820 7.3385
H 10.9596 14.4843 9.0346
O 6.7045 10.4834 13.2326
C 6.6512 9.7018 14.1377
C 5.8127 9.8665 15.4038
C 5.7779 8.4748 15.9395
C 7.1437 7.9098 15.4595
O 7.3716 8.5307 14.1822
H 6.3597 10.5770 15.9800
H 4.9021 10.2765 14.9526
H 5.7176 8.4764 17.0216
H 5.0366 7.9507 15.4546
H 7.9386 8.1381 16.1083
H 7.0699 6.8034 15.3163
C 15.7113 14.3523 8.3044
N 16.1846 14.8106 9.5851
C 15.3453 15.4690 10.5212
C 17.4556 14.3773 9.9275
O 17.9050 14.4791 11.0725
H 16.6512 14.0948 7.7527
H 15.2276 15.0786 7.7943
H 14.9910 13.4914 8.3488
H 14.3261 15.0294 10.6117
H 15.8620 15.4638 11.4345
H 15.2819 16.4446 10.1672
H 17.9172 13.9410 8.9757
C 16.6265 9.9175 5.9614
N 16.2342 8.6736 6.5188
C 17.1384 7.5833 6.5055
C 14.9340 8.4887 6.8538
O 14.5649 7.4906 7.3761
H 17.5444 10.3450 6.3745
H 15.8214 10.6245 6.1877
H 16.8500 9.8224 4.8663
H 17.7832 7.3759 7.4423
H 16.6055 6.6644 6.2807
H 17.8839 7.7773 5.7198
H 14.2893 9.3950 6.6983
C 13.7892 7.5618 16.9887
N 12.4640 8.1921 17.0249
C 12.4625 9.6678 17.1368
C 11.3704 7.5109 16.5478
O 10.1922 7.9221 16.5313
H 13.6227 6.5046 17.0081
H 14.1932 7.8118 17.9451
H 14.3595 7.7546 16.0948
H 11.7569 10.1484 16.4721
H 12.3627 10.1001 18.1131
H 13.4514 9.9359 16.7836
H 11.5694 6.4636 16.2200
C 16.0523 12.9046 13.0406
N 16.3368 11.5729 12.5220
C 17.2368 10.7186 13.3058
C 16.1128 11.2479 11.2505
O 16.5196 10.2193 10.7448
H 16.9969 13.5152 13.1011
H 15.6430 12.7879 13.9818
H 15.3691 13.3834 12.3533
H 17.1044 9.7102 12.9528
H 18.2575 11.0615 13.1191
H 17.0136 10.7568 14.3782
H 15.4815 11.9429 10.5495
C 9.8131 10.4847 12.6948
N 10.0757 11.7027 12.0040
C 8.8910 12.5311 11.7322
C 11.3724 12.1383 11.8827
O 11.6898 13.2527 11.5482
H 9.2145 10.6207 13.6080
H 10.7767 10.0593 12.9724
H 9.1632 9.7439 12.1570
H 8.4027 12.6593 12.6706
H 9.1424 13.5404 11.3052
H 8.2466 11.9213 11.0691
H 12.1427 11.3434 12.1195

103
Properties=species:S:1:pos:R:3 method="wB97M-V/def2-TZVPD" homo_lumo_gap_ev=9.225 total_energy_ev=-69247.4462 e_above_lowest_kcal_mol=100.0 smiles="O=NOB1OBOB(C[C@@H]2CO2)O1.CCOC(C)=O.CCOC(C)=O.CCOC(C)=O.CCOC(C)=O.CCOC(C)=O.CCOC(C)=O" homo_ev=-9.7
O -2.1170 -3.3947 2.2222
N -2.5362 -4.1797 1.3760
O -3.6961 -3.7578 0.8376
B -3.2947 -2.8382 -0.2855
O -3.3295 -3.4360 -1.6361
B -2.7347 -2.5203 -2.6288
O -2.8565 -1.0565 -2.4484
B -2.3433 -0.7186 -1.0766
C -1.2028 0.4180 -0.7561
C 0.3290 -0.4203 -0.3947
C 0.9468 -1.3639 -1.7147
O 0.2527 -1.9811 -0.3572
O -2.9611 -1.4400 0.0523
H -2.0983 -2.8843 -3.5660
H -1.4775 0.9248 0.2624
H -0.9693 1.1572 -1.6318
H 1.1610 0.1793 0.3280
H 1.8812 -2.0488 -1.5541
H 0.2034 -1.9106 -2.4308
C -4.0480 1.4387 4.3713
C -2.5410 1.5867 4.4494
O -1.9674 1.6906 3.1338
C -1.8264 2.8475 2.4497
C -2.5796 4.0584 2.9162
O -1.1582 2.8842 1.4173
H -4.5149 2.3168 3.9191
H -4.4734 1.2955 5.3692
H -4.3168 0.5797 3.7477
H -2.2335 2.4235 5.0833
H -2.1144 0.6852 4.9016
H -3.5615 4.0795 2.4391
H -2.0178 4.9509 2.6203
H -2.6876 4.1141 3.9975
C 0.3565 7.4153 1.1094
C -1.0800 7.4714 0.6271
O -1.9421 8.0091 1.6459
C -2.1820 9.3265 1.8284
C -1.2795 10.3235 1.1629
O -3.0725 9.6985 2.5915
H 0.7471 8.4127 1.3242
H 0.9978 6.9469 0.3568
H 0.4264 6.8402 2.0385
H -1.1862 8.0208 -0.3129
H -1.4327 6.4536 0.4300
H -0.4383 10.5465 1.8224
H -1.8494 11.2419 0.9853
H -0.9165 10.0003 0.1895
C 5.7854 0.3236 1.5499
C 5.2040 -0.4194 0.3629
O 3.9802 0.1961 -0.0776
C 3.9117 1.2164 -0.9611
C 5.1626 1.9818 -1.2784
O 2.8289 1.5620 -1.4321
H 6.0537 1.3500 1.2890
H 6.6803 -0.1844 1.9219
H 5.0521 0.3837 2.3609
H 5.9170 -0.5185 -0.4607
H 4.9441 -1.4382 0.6691
H 5.2698 2.8081 -0.5727
H 5.0737 2.3855 -2.2927
H 6.0611 1.3681 -1.2753
C 0.5478 -8.0735 1.5604
C 1.4405 -7.9186 2.7762
O 2.3673 -6.8326 2.5964
C 2.1022 -5.5423 2.8985
C 0.6779 -5.1346 3.1362
O 3.0023 -4.7037 2.8971
H -0.0705 -7.1871 1.4007
H -0.1113 -8.9395 1.6741
H 1.1512 -8.2067 0.6565
H 0.8714 -7.8048 3.7035
H 2.0453 -8.8237 2.8956
H 0.2225 -4.8417 2.1880
H 0.6723 -4.2766 3.8170
H 0.0788 -5.9054 3.6167
C 2.0926 4.2633 -2.6659
C 1.6928 5.7101 -2.8803
O 2.7036 6.4166 -3.6218
C 2.7705 6.4636 -4.9707
C 1.9588 5.4857 -5.7683
O 3.5450 7.2388 -5.5302
H 2.1856 3.7277 -3.6136
H 1.3527 3.7466 -2.0473
H 3.0676 4.2045 -2.1711
H 0.7117 5.8090 -3.3539
H 1.6172 6.2097 -1.9087
H 2.5425 4.5769 -5.9283
H 1.7264 5.9383 -6.7383
H 1.0017 5.2404 -5.3124
C -4.1286 -9.1338 -2.1677
C -3.3764 -8.2620 -1.1811
O -2.0061 -8.6853 -1.0641
C -1.0037 -8.2634 -1.8663
C -1.3504 -7.5670 -3.1493
O 0.1672 -8.5192 -1.5885
H -3.7122 -9.0522 -3.1744
H -5.1846 -8.8499 -2.2057
H -4.0577 -10.1877 -1.8793
H -3.4432 -7.1977 -1.4252
H -3.8211 -8.3782 -0.1872
H -1.4628 -8.3075 -3.9438
H -0.5314 -6.8866 -3.4063
H -2.2450 -6.9512 -3.0825

98
Properties=species:S:1:pos:R:3 method="wB97M-V/def2-TZVPD" homo_lumo_gap_ev=7.881 total_energy_ev=-59219.9494 e_above_lowest_kcal_mol=0.0 smiles="O=[N+]([O-])c1ccccc1.CN(C)C=O.CN(C)C=O.CN(C)C=O.CN(C)C=O.CN(C)C=O.CN(C)C=O.CN(C)C=O" homo_ev=-8.4
O -9.9121 -10.3574 19.1714
N -10.4029 -11.4659 19.2579
O -11.5280 -11.7010 19.6731
C -9.6244 -12.6073 18.8210
C -10.1365 -13.9041 18.9059
C -9.4515 -14.9731 18.3559
C -8.2275 -14.7800 17.7023
C -7.7241 -13.5033 17.6116
C -8.4092 -12.4399 18.1837
H -11.0753 -14.1126 19.3923
H -9.9588 -15.9259 18.3745
H -7.7360 -15.6737 17.3389
H -6.8194 -13.3026 17.0530
H -8.0848 -11.4223 17.9974
C -4.4875 -15.8541 14.4373
N -4.8691 -16.5255 15.6638
C -5.7151 -17.6839 15.5603
C -4.6540 -15.9477 16.8633
O -4.9972 -16.4417 17.9246
H -4.1387 -16.5940 13.7108
H -3.6572 -15.1841 14.6369
H -5.3368 -15.3784 13.9393
H -6.5982 -17.4252 14.9584
H -5.3009 -18.4735 14.9155
H -5.9507 -18.1766 16.4939
H -4.0661 -15.0178 16.8283
C -15.6394 -13.7470 19.5109
N -14.3099 -14.2830 19.6188
C -13.5456 -13.8909 20.7891
C -13.8375 -15.1429 18.6958
O -12.7128 -15.6171 18.6944
H -16.3406 -14.0312 20.3014
H -16.0921 -14.0474 18.5671
H -15.6086 -12.6527 19.5339
H -14.1466 -14.1754 21.6580
H -12.6000 -14.4131 20.8863
H -13.3549 -12.8209 20.8191
H -14.5293 -15.2996 17.8580
C -10.0470 -19.4563 14.9502
N -10.4005 -18.5532 16.0132
C -9.6462 -18.7409 17.2456
C -11.4370 -17.6928 15.9809
O -12.2200 -17.5318 15.0621
H -10.4506 -19.1022 14.0035
H -10.3702 -20.4992 15.0176
H -8.9693 -19.5106 14.7707
H -8.5881 -18.7769 16.9731
H -9.7949 -17.9488 17.9723
H -9.9369 -19.7085 17.6637
H -11.5953 -17.1534 16.9288
C -10.7593 -18.8886 20.7156
N -11.9378 -19.3584 20.0165
C -11.9905 -20.7179 19.5124
C -13.0031 -18.5568 19.8505
O -14.0721 -18.9196 19.3941
H -10.6944 -17.8022 20.7308
H -9.8686 -19.3959 20.3479
H -10.7959 -19.1592 21.7809
H -11.8361 -20.6714 18.4308
H -11.1512 -21.3140 19.8784
H -12.8851 -21.2814 19.7559
H -12.7999 -17.5281 20.1819
C -13.7712 -17.1607 12.4892
N -13.3472 -18.5263 12.2536
C -12.1578 -18.6812 11.4528
C -13.9724 -19.5793 12.8218
O -13.6623 -20.7346 12.6211
H -14.7243 -17.1040 13.0082
H -13.8487 -16.6563 11.5225
H -13.0083 -16.6667 13.0908
H -12.2359 -18.1114 10.5249
H -11.2979 -18.3424 12.0338
H -11.9808 -19.7263 11.2129
H -14.7624 -19.2065 13.4883
C -7.5716 -20.0613 8.6558
N -8.3367 -19.3847 9.6818
C -9.1086 -18.2380 9.2687
C -8.3519 -19.8231 10.9551
O -9.0152 -19.2989 11.8296
H -6.7979 -19.3700 8.3057
H -8.2318 -20.2814 7.8100
H -7.1086 -21.0088 8.9184
H -9.5024 -17.7497 10.1527
H -8.6215 -17.6115 8.5210
H -9.9683 -18.6091 8.6863
H -7.6680 -20.6625 11.1215
C -6.8082 -21.5256 16.1249
N -6.9181 -21.9878 14.7624
C -6.1013 -21.2349 13.8211
C -7.8181 -22.9393 14.4185
O -7.9501 -23.4325 13.3193
H -5.7838 -21.7180 16.4643
H -7.4600 -22.0356 16.8346
H -6.9927 -20.4627 16.3164
H -6.3117 -21.5582 12.8078
H -6.3804 -20.1921 13.9954
H -5.0393 -21.3341 14.0525
H -8.3726 -23.2723 15.3156

103
Properties=species:S:1:pos:R:3 method="wB97M-V/def2-TZVPD" homo_lumo_gap_ev=7.007 total_charge=+1 total_energy_ev=-93043.2610 homo_ev=-11.0
C 1.6857 -3.5509 1.1117
C 2.0245 -2.2456 0.3407
O 0.9169 -1.8604 -0.4672
C 0.9247 -0.4746 -0.7778
C -0.5331 0.0246 -0.5995
O -0.4794 1.3325 -0.0302
C -1.7792 1.8173 0.2582
C -2.4041 1.0889 1.4578
C -1.5321 0.6893 2.4612
C -2.0162 -0.0044 3.5748
C -3.3966 -0.2589 3.6514
C -4.0826 -1.0133 4.7794
C -4.3558 -2.4601 4.1362
C -3.1256 -3.1194 3.4881
O -3.7247 -3.5472 4.7714
C -4.1913 0.2043 2.6294
N -3.7249 0.8493 1.5420
C -4.6934 1.2791 0.5187
C -5.3250 0.1359 -0.2731
O -6.0432 -0.7890 0.5437
C -7.2176 -1.2460 -0.0494
O -8.1567 -0.5452 -0.3076
C -7.2561 -2.7579 -0.3085
C -7.5674 -3.5603 0.9923
H 2.1953 -3.5797 2.0861
H 0.5937 -3.5572 1.2727
H 1.9826 -4.4476 0.5526
H 2.2836 -1.4952 1.1090
H 2.8925 -2.4628 -0.3183
H 1.6111 0.1045 -0.1366
H 1.2605 -0.3377 -1.8211
H -1.0660 0.0329 -1.5700
H -1.0499 -0.7041 0.0531
H -1.6341 2.8717 0.5503
H -2.3673 1.7385 -0.6691
H -0.4659 0.9061 2.4070
H -1.3685 -0.3342 4.3881
H -3.4293 -1.1961 5.6382
H -5.0679 -0.6031 5.0242
H -5.3320 -2.6178 3.6443
H -3.3742 -3.7801 2.6571
H -2.1283 -2.7547 3.7265
H -5.2700 0.0334 2.6617
H -5.5064 1.8079 1.0428
H -4.2869 2.0173 -0.1832
H -4.6056 -0.4106 -0.9103
H -6.0479 0.5961 -0.9721
H -6.2316 -3.0330 -0.6123
H -7.9665 -3.0166 -1.0978
H -8.6508 -3.7115 1.0828
H -7.1234 -4.5672 0.9404
H -7.1499 -3.0890 1.8939
C 2.4673 1.4101 3.3392
O 3.7137 1.0120 3.9227
P 5.0937 1.4823 3.0626
O 5.1098 0.3458 2.0794
O 6.0223 1.2135 4.3708
C 5.6504 0.3558 5.4432
O 6.2763 2.4262 2.3891
C 7.6211 1.9518 2.4509
H 1.6654 1.0608 3.9888
H 2.4146 2.4971 3.2637
H 2.3539 0.9641 2.3472
H 5.3208 -0.6203 5.0864
H 4.8780 0.8226 6.0521
H 6.5251 0.2123 6.0747
H 7.6839 0.9166 2.1153
H 8.0224 2.0485 3.4569
H 8.2135 2.5810 1.7875
C -5.1473 4.7412 -5.1265
O -3.7279 4.9693 -5.2124
P -2.8128 4.3109 -3.9659
O -3.0018 5.4149 -2.9644
O -1.4447 4.4465 -4.8255
C -1.2818 5.3643 -5.9036
O -2.1118 3.1793 -2.9596
C -0.7851 3.4444 -2.4988
H -5.6156 5.2041 -5.9910
H -5.3578 3.6714 -5.1393
H -5.5458 5.1880 -4.2143
H -1.5851 6.3734 -5.6254
H -1.8349 5.0246 -6.7770
H -0.2265 5.3836 -6.1686
H -0.6967 4.4570 -2.1033
H -0.0605 3.2888 -3.2947
H -0.5730 2.7355 -1.6986
C 5.8825 -3.5370 -5.6676
O 6.5938 -3.2107 -4.4595
P 5.7170 -2.3305 -3.3241
O 5.9373 -0.9647 -3.9059
O 6.7731 -2.7057 -2.1458
C 8.1195 -3.0917 -2.3948
O 4.5439 -1.9522 -2.2090
C 4.9327 -1.1682 -1.0819
H 6.5492 -4.1107 -6.3065
H 5.0052 -4.1415 -5.4362
H 5.5795 -2.6249 -6.1839
H 8.6232 -2.3956 -3.0655
H 8.1562 -4.1036 -2.7946
H 8.6478 -3.0941 -1.4428
H 5.5035 -0.2905 -1.3837
H 5.5098 -1.7665 -0.3803
H 4.0298 -0.8415 -0.5741